DFT (ωB97M-V/def2-TZVPD) results for 13 unconnected molecules or ions with the total composition C58H121F8N16O17S8 in a non-equilibrium geometry.

Atoms and positions in Å:
C1 -9.962 -15.539 5.125
C2 -9.858 -14.759 6.457
O1 -10.003 -15.493 7.657
H1 -9.688 -14.937 4.259
H2 -11.040 -15.622 4.989
H3 -9.474 -16.508 5.017
H4 -10.407 -13.832 6.619
H5 -8.850 -14.350 6.383
C3 -8.674 -12.416 0.624
C4 -10.165 -12.645 0.224
N1 -10.865 -11.473 -0.365
C5 -10.428 -10.641 -1.374
C6 -11.367 -9.682 -1.622
N2 -12.402 -9.934 -0.759
C7 -12.074 -11.007 0.033
C8 -13.589 -9.111 -0.565
H6 -8.104 -13.304 0.351
H7 -8.462 -12.301 1.687
H8 -8.363 -11.583 -0.005
H9 -10.725 -13.013 1.084
H10 -10.039 -13.415 -0.537
H11 -9.437 -10.830 -1.761
H12 -11.418 -8.848 -2.306
H13 -12.646 -11.397 0.862
H14 -13.986 -9.382 0.414
H15 -14.388 -9.411 -1.243
H16 -13.421 -8.036 -0.640
C9 -10.821 -17.949 11.344
C10 -11.666 -17.634 10.085
N3 -11.877 -18.690 9.119
C11 -12.616 -19.805 9.326
C12 -12.538 -20.641 8.225
N4 -11.662 -20.050 7.339
C13 -11.315 -18.794 7.869
C14 -11.416 -20.546 5.938
H17 -9.791 -18.268 11.186
H18 -11.308 -18.736 11.920
H19 -10.675 -16.994 11.848
H20 -11.159 -16.738 9.728
H21 -12.623 -17.264 10.452
H22 -13.254 -19.926 10.189
H23 -13.103 -21.512 7.928
H24 -10.665 -18.077 7.390
H25 -12.383 -20.700 5.460
H26 -10.874 -21.484 5.819
H27 -10.830 -19.805 5.395
C15 -6.947 -16.659 3.367
C16 -6.656 -17.714 4.460
N5 -6.253 -17.187 5.712
C17 -4.955 -16.735 6.015
C18 -4.936 -16.185 7.253
N6 -6.191 -16.337 7.842
C19 -6.979 -16.905 6.887
C20 -6.629 -15.901 9.202
H28 -7.457 -17.195 2.567
H29 -5.997 -16.413 2.892
H30 -7.533 -15.842 3.787
H31 -5.907 -18.442 4.149
H32 -7.498 -18.389 4.615
H33 -4.141 -16.877 5.320
H34 -4.124 -15.775 7.835
H35 -8.004 -17.169 7.106
H36 -7.642 -15.504 9.153
H37 -5.971 -15.156 9.650
H38 -6.569 -16.796 9.822
C21 -6.157 -13.297 3.525
C22 -5.379 -13.605 2.248
N7 -4.025 -13.115 2.298
C23 -3.517 -11.864 2.183
C24 -2.139 -11.974 2.337
N8 -1.791 -13.281 2.548
C25 -2.964 -13.984 2.462
C26 -0.400 -13.854 2.747
H39 -5.783 -13.684 4.473
H40 -7.159 -13.512 3.153
H41 -6.198 -12.236 3.773
H42 -5.792 -13.119 1.364
H43 -5.353 -14.673 2.033
H44 -4.154 -10.992 2.194
H45 -1.414 -11.183 2.459
H46 -2.987 -15.034 2.712
H47 -0.116 -14.437 1.871
H48 -0.430 -14.477 3.641
H49 0.281 -13.029 2.956
C27 -10.742 -6.037 -0.339
C28 -9.789 -6.628 0.696
C29 -9.960 -6.245 2.206
N9 -9.015 -7.153 3.133
C30 -7.535 -6.808 2.813
C31 -9.227 -8.699 3.063
C32 -8.812 -9.179 4.459
C33 -8.797 -8.011 5.380
C34 -9.387 -6.890 4.590
H50 -11.823 -6.182 -0.329
H51 -10.496 -6.613 -1.231
H52 -10.549 -4.992 -0.584
H53 -8.762 -6.436 0.385
H54 -9.910 -7.710 0.638
H55 -10.986 -6.413 2.533
H56 -9.675 -5.217 2.427
H57 -6.870 -7.255 3.552
H58 -7.439 -5.722 2.804
H59 -7.312 -7.190 1.817
H60 -8.575 -9.005 2.245
H61 -10.297 -8.799 2.879
H62 -7.846 -9.680 4.399
H63 -9.513 -9.926 4.832
H64 -7.847 -7.696 5.811
H65 -9.485 -8.158 6.213
H66 -8.974 -5.927 4.892
H67 -10.465 -6.796 4.722
C35 -13.438 -8.679 8.060
C36 -12.547 -9.905 8.211
C37 -11.340 -9.673 9.084
N10 -10.268 -10.833 9.313
C38 -9.609 -11.131 7.940
C39 -9.181 -10.544 10.369
C40 -8.810 -11.829 11.110
C41 -9.696 -12.905 10.429
C42 -10.881 -12.169 9.785
H68 -12.797 -7.834 7.809
H69 -14.007 -8.548 8.980
H70 -14.130 -8.905 7.248
H71 -12.308 -10.220 7.195
H72 -13.156 -10.766 8.485
H73 -11.677 -9.485 10.104
H74 -10.820 -8.819 8.649
H75 -9.014 -12.044 7.960
H76 -9.069 -10.287 7.510
H77 -10.413 -11.310 7.227
H78 -8.432 -9.855 9.979
H79 -9.724 -10.001 11.142
H80 -7.754 -12.087 11.183
H81 -9.146 -11.520 12.100
H82 -9.231 -13.435 9.598
H83 -10.010 -13.645 11.165
H84 -11.320 -12.709 8.946
H85 -11.628 -11.938 10.544
C43 -16.894 -8.047 1.864
C44 -17.444 -9.501 1.549
C45 -16.736 -10.565 2.495
N11 -16.926 -12.024 2.021
C46 -18.424 -12.341 1.819
C47 -16.302 -12.964 3.005
C48 -15.633 -14.002 2.081
C49 -15.129 -13.196 0.911
C50 -16.147 -12.134 0.708
H86 -15.812 -7.916 1.884
H87 -17.363 -7.611 2.746
H88 -17.087 -7.426 0.988
H89 -17.419 -9.790 0.498
H90 -18.493 -9.598 1.827
H91 -16.984 -10.654 3.552
H92 -15.651 -10.492 2.427
H93 -18.922 -11.774 2.606
H94 -18.502 -13.425 1.900
H95 -18.782 -11.950 0.866
H96 -17.060 -13.370 3.675
H97 -15.499 -12.489 3.569
H98 -16.349 -14.812 1.936
H99 -14.842 -14.476 2.662
H100 -15.113 -13.894 0.075
H101 -14.171 -12.715 1.105
H102 -16.849 -12.339 -0.101
H103 -15.775 -11.167 0.370
C51 -16.677 -11.606 6.956
C52 -15.613 -12.701 6.813
C53 -15.838 -13.991 7.609
N12 -14.722 -15.045 7.467
C54 -13.388 -14.561 8.075
C55 -14.456 -15.441 5.982
C56 -13.902 -16.778 6.075
C57 -14.731 -17.432 7.152
C58 -15.098 -16.363 8.204
H104 -17.679 -11.880 6.626
H105 -16.463 -10.800 6.255
H106 -16.816 -11.173 7.947
H107 -14.642 -12.278 7.070
H108 -15.579 -12.933 5.748
H109 -16.820 -14.431 7.439
H110 -15.947 -13.675 8.646
H111 -12.773 -15.376 8.457
H112 -13.676 -14.002 8.965
H113 -12.847 -14.034 7.288
H114 -13.811 -14.735 5.460
H115 -15.421 -15.537 5.485
H116 -12.843 -16.778 6.332
H117 -14.008 -17.328 5.140
H118 -14.317 -18.382 7.490
H119 -15.619 -17.784 6.628
H120 -14.603 -16.429 9.174
H121 -16.175 -16.401 8.368
N13 -8.260 -19.818 6.546
S1 -7.800 -21.065 5.813
O2 -8.560 -22.293 5.845
O3 -6.357 -21.212 5.732
F1 -8.203 -20.560 4.305
S2 -8.050 -20.566 8.102
O4 -6.680 -20.957 8.535
O5 -9.136 -21.485 8.537
F2 -8.323 -19.211 8.938
N14 -12.622 -17.773 1.276
S3 -11.752 -18.374 2.325
O6 -12.260 -18.511 3.699
O7 -10.300 -18.458 2.225
F3 -12.040 -19.901 1.797
S4 -12.296 -16.196 1.795
O8 -11.013 -15.565 1.425
O9 -12.983 -15.766 3.023
F4 -13.279 -15.540 0.674
N15 -13.155 -11.089 3.156
S5 -13.364 -9.726 4.085
O10 -12.143 -8.995 4.515
O11 -14.583 -9.510 4.826
F5 -13.770 -8.830 2.854
S6 -12.169 -11.848 3.948
O12 -12.621 -12.098 5.339
O13 -10.762 -11.713 3.532
F6 -12.504 -13.311 3.218
N16 -5.124 -10.759 7.723
S7 -4.581 -9.955 6.242
O14 -5.406 -8.805 5.859
O15 -3.910 -10.718 5.180
F7 -3.328 -9.314 7.035
S8 -5.782 -11.803 6.993
O16 -5.077 -13.042 6.707
O17 -6.859 -11.496 6.052
F8 -6.503 -12.224 8.304

Summary:
LUMO level ... -5.7 eV
Gap between HOMO and LUMO ... 5.742 eV
Total charge ... +3

These are the Löwdin partial charges, in e, on atoms 1 to 2: number 1, C, carries -0.078; number 2, C, carries -0.481